{
  "formula": "C19H29NO2S2Se2V",
  "method": "ωB97M-V/def2-TZVPD",
  "symbols": ["V", "C", "Se", "C", "C", "Se", "C", "H", "H", "H", "H", "H", "H", "H", "H", "H", "H", "O", "C", "C", "C", "C", "C", "C", "C", "C", "N", "H", "H", "H", "H", "H", "H", "H", "H", "H", "H", "H", "C", "S", "O", "C", "C", "C", "C", "C", "C", "H", "H", "H", "H", "H", "H", "H", "H", "S"],
  "xyz": [[-0.6291, 0.1991, 0.5630], [-1.0519, 2.8840, 3.0071], [-2.0983, 1.8740, 1.7183], [-3.1197, 0.7782, 2.9519], [-2.3352, -0.3770, 3.5265], [-1.5826, -1.5124, 2.1430], [-3.2457, -2.1954, 1.4031], [-1.7425, 3.5343, 3.5359], [-0.3379, 3.4706, 2.4365], [-0.5321, 2.2005, 3.6703], [-3.9816, 0.4405, 2.3790], [-3.4932, 1.4440, 3.7298], [-2.9760, -1.0111, 4.1387], [-1.4863, -0.0660, 4.1322], [-3.7687, -2.7112, 2.2039], [-2.9718, -2.9106, 0.6317], [-3.8636, -1.4071, 0.9826], [-0.6855, 1.7556, -0.9637], [-1.1214, 1.5667, -2.3468], [-2.5980, 1.2742, -2.3655], [-2.9887, 0.0782, -1.4866], [-2.1112, -1.1236, -1.7057], [-2.3500, -2.0483, -2.7084], [-1.4921, -3.1190, -2.8690], [-0.4035, -3.2524, -2.0143], [-0.2146, -2.3040, -1.0419], [-1.0475, -1.2468, -0.8867], [0.2866, 1.8588, -1.0179], [-0.5346, 0.7534, -2.7728], [-0.8943, 2.4852, -2.8831], [-2.8710, 1.0590, -3.4013], [-3.1707, 2.1512, -2.0631], [-4.0296, -0.1936, -1.6629], [-2.9469, 0.3694, -0.4294], [-3.2130, -1.9261, -3.3499], [-1.6718, -3.8501, -3.6473], [0.2858, -4.0801, -2.1017], [0.6212, -2.3654, -0.3566], [3.4351, 0.6052, -2.7954], [2.7210, -0.2917, -1.4490], [1.4030, 0.4340, -1.1597], [3.8355, 0.0919, -0.1501], [4.0417, 1.4065, 0.2636], [4.9076, 1.6422, 1.3150], [5.5593, 0.5764, 1.9366], [5.3466, -0.7263, 1.5156], [4.4710, -0.9770, 0.4639], [3.6430, 1.6309, -2.4934], [2.7148, 0.5717, -3.6112], [4.3528, 0.0935, -3.0874], [3.5287, 2.2298, -0.2191], [5.0876, 2.6550, 1.6503], [6.2422, 0.7705, 2.7531], [5.8586, -1.5464, 2.0003], [4.2959, -1.9905, 0.1234], [0.9226, 0.3479, 1.8646]],
  "forces_ev_per_a": [[1.06, 0.63, 0.16], [0.00, -0.04, -0.09], [-0.38, 0.51, 0.12], [-0.09, 0.04, 0.07], [-0.06, -0.04, 0.07], [-0.20, -0.47, 0.10], [0.01, 0.02, -0.03], [0.02, 0.02, 0.03], [0.01, 0.02, 0.01], [0.00, 0.00, 0.03], [-0.04, -0.04, 0.03], [0.02, -0.01, 0.04], [0.03, -0.02, 0.04], [0.00, 0.07, 0.01], [-0.03, -0.02, 0.00], [-0.02, -0.02, -0.02], [-0.01, -0.01, 0.00], [-0.09, -0.16, 0.13], [0.07, 0.06, 0.27], [-0.13, -0.10, -0.13], [-0.01, -0.05, -0.04], [0.18, 0.11, 0.28], [-0.13, 0.03, -0.05], [0.04, -0.10, -0.04], [-0.03, -0.12, -0.13], [-0.16, 0.41, 0.15], [0.13, -0.61, -0.51], [0.07, -0.10, -0.06], [0.02, -0.04, -0.01], [-0.04, 0.03, -0.04], [-0.01, 0.03, 0.00], [0.00, 0.00, 0.04], [-0.02, 0.04, -0.06], [0.01, -0.01, 0.04], [0.01, 0.00, 0.01], [0.01, 0.02, 0.02], [-0.01, 0.01, 0.00], [0.00, 0.04, 0.03], [0.14, 0.16, -0.17], [-0.61, -0.27, 0.06], [0.30, -0.15, -0.11], [0.18, 0.12, 0.16], [0.02, -0.08, 0.07], [0.04, -0.03, 0.04], [-0.02, 0.05, -0.02], [-0.04, 0.00, -0.06], [0.10, 0.05, 0.11], [-0.02, -0.02, -0.07], [0.05, 0.01, -0.03], [0.00, 0.06, 0.01], [0.00, -0.03, -0.01], [0.00, -0.02, 0.00], [-0.01, 0.01, -0.01], [0.00, 0.01, -0.01], [-0.01, 0.02, 0.00], [-0.36, -0.04, -0.46]],
  "s2": 0.951,
  "multiplicity": 2,
  "orbital_gap_ev": [7.3, 8.2],
  "total_charge": 2,
  "de_lowest_ev": 0.716,
  "lumo_ev": [-7.223, -6.278],
  "total_energy_ha": -7489.370229,
  "e_homo_ev": [-14.49, -14.50]
}


{
  "formula": "C19H29NO4",
  "method": "ωB97M-V/def2-TZVPD",
  "symbols": ["C", "C", "C", "C", "O", "C", "C", "C", "C", "C", "C", "H", "H", "C", "O", "C", "C", "N", "H", "C", "C", "O", "O", "H", "H", "C", "C", "H", "H", "H", "C", "C", "H", "H", "H", "H", "H", "H", "H", "H", "H", "H", "H", "H", "H", "H", "H", "H", "H", "H", "H", "H", "H"],
  "xyz": [[-2.4116, -0.4569, -3.9136], [-2.8268, 0.6415, -2.9420], [-2.1526, 1.9711, -3.2780], [-2.6427, 3.1169, -2.3844], [-2.6845, 2.7949, -1.0092], [-1.5449, 2.4828, -0.3491], [-0.2531, 2.7380, -0.8070], [0.8403, 2.2996, -0.0859], [0.6769, 1.6140, 1.1145], [-0.6192, 1.4567, 1.6174], [-1.7116, 1.8727, 0.8983], [-2.7144, 1.7140, 1.2598], [-0.7447, 0.9629, 2.5691], [1.7903, 1.0085, 1.8752], [1.7048, 0.7996, 3.0701], [3.0145, 0.5630, 1.1042], [3.1964, -0.9719, 1.2274], [2.3547, -1.7735, 0.3790], [2.5226, -1.5711, -0.5990], [0.9352, -1.7817, 0.6641], [0.0711, -1.0579, -0.3482], [-1.1263, -0.9633, -0.2772], [0.7528, -0.5380, -1.3826], [0.1302, -0.1014, -1.9861], [0.7474, -1.2929, 1.6256], [0.4064, -3.2368, 0.7874], [0.6656, -4.0000, -0.5092], [0.1776, -3.5107, -1.3495], [0.2775, -5.0129, -0.4341], [1.7337, -4.0497, -0.7031], [1.0674, -3.9483, 1.9699], [0.6201, -3.4198, 3.3279], [0.9309, -2.3893, 3.4802], [1.0554, -4.0199, 4.1236], [-0.4632, -3.4666, 3.4171], [2.1494, -3.8513, 1.8703], [0.8188, -5.0101, 1.9098], [-0.6728, -3.1729, 0.9583], [4.2306, -1.2209, 0.9734], [3.0205, -1.2592, 2.2674], [3.8855, 1.0385, 1.5582], [2.9608, 0.8305, 0.0508], [1.8278, 2.5174, -0.4647], [-0.0893, 3.2811, -1.7253], [-2.0400, 4.0190, -2.5566], [-3.6835, 3.3491, -2.6252], [-2.3682, 2.2459, -4.3130], [-1.0695, 1.8596, -3.1868], [-3.9101, 0.7692, -2.9815], [-2.5683, 0.3417, -1.9241], [-2.7277, -0.2151, -4.9265], [-1.3301, -0.5868, -3.9208], [-2.8642, -1.4026, -3.6277]],
  "forces_ev_per_a": [[-0.18, 0.12, 0.21], [0.19, 0.07, -0.16], [-0.28, -0.01, 0.45], [0.16, 0.06, -0.61], [0.07, -0.08, 0.41], [0.10, -0.13, 0.25], [-0.22, 0.20, -0.27], [0.03, -0.15, 0.28], [-0.39, 0.24, 0.06], [0.12, 0.11, -0.07], [-0.07, 0.16, -0.16], [-0.14, -0.06, 0.03], [-0.02, -0.06, 0.08], [0.19, 0.14, 0.00], [0.02, -0.06, -0.13], [0.15, -0.33, 0.25], [0.20, 0.30, 0.03], [-0.09, -0.09, -0.38], [0.03, -0.06, 0.13], [-0.08, -0.36, 0.12], [-0.44, 0.18, -0.05], [-0.03, -0.19, 0.06], [0.48, -0.03, -0.37], [-0.11, -0.08, 0.24], [-0.02, 0.03, -0.10], [0.12, -0.08, -0.04], [-0.14, 0.17, 0.22], [-0.05, 0.00, -0.20], [-0.03, -0.10, -0.03], [0.13, -0.04, -0.05], [-0.26, 0.20, 0.01], [0.11, -0.12, -0.17], [0.02, 0.16, 0.10], [0.01, 0.01, 0.14], [-0.13, 0.02, 0.07], [0.08, -0.11, -0.06], [0.07, -0.04, -0.06], [0.03, 0.00, 0.02], [-0.04, 0.05, 0.14], [0.12, 0.03, -0.01], [0.01, 0.08, 0.01], [0.06, 0.03, 0.00], [0.08, -0.06, -0.06], [-0.03, 0.03, -0.08], [-0.11, -0.04, 0.07], [0.15, 0.02, -0.01], [0.06, 0.05, -0.04], [0.03, 0.01, -0.10], [-0.07, 0.01, 0.07], [-0.07, 0.03, -0.01], [0.02, -0.02, -0.13], [0.14, -0.06, -0.04], [0.01, -0.14, -0.04]],
  "orbital_gap_ev": 9.2,
  "de_lowest_ev": 0.042,
  "lumo_ev": 0.450,
  "total_energy_ha": -1097.127446,
  "e_homo_ev": -8.73,
  "smiles": "CCCCOc1ccc(C(=O)CCN[C@@H](C(=O)O)[C@@H](C)CC)cc1"
}